(1)
Below is C34H58F9GaN4O2S2Si5Te as an isolated structure, with properties calculated with ωB97M-V/def2-TZVPD.

```
! wB97M-V def2-TZVPD RIJCOSX def2/J DEFGRID3
* xyz -2 1
Ga 1.51896 -1.64963 -0.22561
C -3.80383 -3.99220 -3.13636
C -3.51184 -3.55401 -1.70402
N -2.73385 -2.31843 -1.67167
C -3.45116 -1.11111 -1.26292
C -3.72616 -1.08444 0.23464
C -1.38262 -2.38015 -1.69234
S -0.49000 -0.92776 -1.67550
N -0.87943 -3.62306 -1.84916
C 0.37907 -3.96570 -1.74192
O 1.33994 -3.33022 -1.21552
C 0.69926 -5.33706 -2.27135
C 1.99299 -5.83040 -2.18252
C 2.28781 -7.12565 -2.58623
C 1.29045 -7.93277 -3.11303
C -0.00032 -7.43263 -3.23891
C -0.29447 -6.14484 -2.81825
H -4.28370 -4.97417 -3.14696
H -2.86925 -4.05332 -3.69387
H -4.45974 -3.27552 -3.63465
H -2.96205 -4.33773 -1.18875
H -4.44655 -3.37920 -1.17009
H -4.38625 -1.07127 -1.83083
H -2.85668 -0.23942 -1.52878
H -4.36547 -1.91820 0.54074
H -4.21395 -0.14750 0.50703
H -2.78572 -1.14495 0.78275
H 2.76125 -5.18624 -1.78633
H 3.29958 -7.49920 -2.48723
H 1.51451 -8.94541 -3.42743
H -0.78314 -8.05254 -3.65970
H -1.29756 -5.74899 -2.89876
C -0.01469 -1.53696 6.51715
C 0.38912 -2.28622 5.27588
C 1.08734 -3.48631 5.33437
C 1.33413 -4.10751 4.12524
N 0.98998 -3.58882 2.95485
C 0.40677 -2.38610 2.98749
S -0.05871 -1.54621 1.51491
N 0.04709 -1.74375 4.11611
H -0.51939 -2.19628 7.22555
H -0.67399 -0.71960 6.23386
H 0.86779 -1.11699 7.00496
H 1.39549 -3.92541 6.27467
H 1.82053 -5.07776 4.08778
C 1.38638 1.62253 -2.98270
Si 2.87147 0.69794 -2.30730
C 3.36894 -0.60025 -3.58172
C 4.24419 1.99768 -2.23915
C 2.72639 -0.11302 -0.64314
H 1.65314 2.11125 -3.92697
H 1.02775 2.37600 -2.27908
H 0.55204 0.94852 -3.17655
H 3.31579 -0.21218 -4.60259
H 2.70229 -1.46478 -3.51054
H 4.38667 -0.95887 -3.40380
H 4.46977 2.37294 -3.24318
H 5.17001 1.59649 -1.81719
H 3.93740 2.85147 -1.62842
H 2.57155 0.64444 0.12921
H 3.71679 -0.53520 -0.45647
C -3.05589 3.57350 -2.74844
Si -3.29520 4.17179 -0.96749
C -3.77203 6.00346 -1.11215
C -4.88179 3.29951 -0.39727
Si -1.46152 3.59928 0.36165
Te -0.55888 1.29845 0.40890
Si 0.05229 5.33882 -0.08819
C 1.72684 4.84617 0.63258
C 0.34069 5.69415 -1.92827
C -0.31358 7.05771 0.63831
Si -2.24386 4.17252 2.49454
C -3.40560 2.84178 3.16519
C -0.80738 4.23098 3.72356
C -3.15846 5.81908 2.77204
H -3.98165 3.58311 -3.33101
H -2.67414 2.54781 -2.72434
H -2.31037 4.17832 -3.27301
H -4.64889 6.15054 -1.74835
H -2.94355 6.58523 -1.52817
H -3.98960 6.42215 -0.12504
H -5.63749 3.23597 -1.18511
H -5.32747 3.80062 0.46745
H -4.62991 2.28040 -0.08730
H 1.89676 3.78334 0.43310
H 1.71999 4.96421 1.72022
H 2.57083 5.41416 0.23014
H 0.79557 4.83066 -2.42161
H 0.99282 6.55788 -2.08457
H -0.60994 5.88941 -2.43495
H -0.32608 7.01545 1.73122
H -1.29896 7.41138 0.31792
H 0.43086 7.79797 0.33273
H -2.96278 1.86500 2.94572
H -4.38689 2.87472 2.68272
H -3.55049 2.91927 4.24655
H -0.22570 3.30950 3.62442
H -1.14211 4.31818 4.76134
H -0.13350 5.06680 3.50931
H -4.10502 5.84807 2.22304
H -2.55630 6.65917 2.41539
H -3.37448 5.98231 3.83170
F 5.41387 -4.97011 1.80870
C 4.23139 -4.31640 1.95305
F 4.14280 -3.99954 3.25735
F 3.27116 -5.19624 1.67909
C 4.12796 -3.03225 1.05256
O 2.89837 -2.55226 1.01900
C 5.12327 -1.96373 1.68088
F 5.61934 -1.11640 0.75848
F 6.19572 -2.50880 2.30356
F 4.48536 -1.22485 2.58459
C 4.71959 -3.45559 -0.36001
F 4.17082 -2.75344 -1.34718
F 4.51143 -4.76181 -0.63275
F 6.05966 -3.29069 -0.45144
*
```

Properties
* Kohn-Sham gap: 0.18786 Eh
* max |F|: 0.047 Eh/bohr
* electronic energy: -191450.4489 eV
* energy above the lowest of the compared OMol25 structures with the same formula, charge and spin: 37.0 kcal/mol
* lowest unoccupied orbital energy: 4.084 eV
* E_HOMO: -1.03 eV

***

(2)
Below is a 12-piece molecular cluster, C34H59BrN16O4P overall, with properties calculated with ωB97M-V/def2-TZVPD.

```
! wB97M-V def2-TZVPD RIJCOSX def2/J DEFGRID3
* xyz 1 1
C 3.31742 -4.60426 -1.87988
C 3.24032 -4.06686 -0.45212
C 1.78902 -3.86095 0.02333
C 1.70456 -2.94750 1.24764
O 1.18226 -1.64154 0.92403
N 2.23026 -0.84526 0.44443
C 2.82279 -0.10476 1.57394
C 3.92706 0.82076 1.06529
O 5.15626 0.49282 1.74707
C 5.98645 -0.28595 1.12353
N 6.75704 -0.98811 0.64164
O 4.13314 0.61244 -0.30272
C 2.98112 0.89914 -1.08497
Br 3.52588 0.27348 -2.87918
P 2.68663 2.77371 -1.00692
C 2.08124 3.15165 -2.65620
O 4.20981 3.34813 -0.96982
C 1.74080 0.04770 -0.66942
C 0.46752 0.82425 -0.34880
C -0.86789 0.16501 -0.81677
N -0.66041 -0.62507 -2.00931
N -1.85410 1.25257 -1.12175
N -1.43212 -0.67487 0.22574
H 4.35562 -4.67214 -2.20476
H 2.82791 -3.89156 -2.55020
H 2.82695 -5.57378 -1.95210
H 3.82150 -3.13082 -0.41767
H 3.73875 -4.74543 0.24506
H 1.18593 -3.45440 -0.79294
H 1.40143 -4.84975 0.25322
H 2.69189 -2.85420 1.70757
H 1.06848 -3.36691 2.02459
H 2.91699 -1.47958 0.01690
H 2.02778 0.42324 2.09713
H 3.26136 -0.82554 2.26611
H 3.75919 1.87150 1.29653
H 1.90923 4.23018 -2.67090
H 1.12876 2.65547 -2.83145
H 2.79148 2.90784 -3.44816
H 4.75743 3.09022 -1.72861
H 1.52637 -0.63984 -1.48666
H 0.50115 1.81578 -0.79136
H 0.39392 0.99266 0.73089
H -0.72259 -0.05302 -2.84428
H -1.36090 -1.35214 -2.07196
H -1.88580 1.90823 -0.34159
H -1.50832 1.81170 -1.90299
H -1.71997 -0.06382 0.98629
H -2.31285 -1.02397 -0.14794
C -0.77815 4.76936 -5.62221
C -0.90304 3.57791 -4.79527
N -1.00500 2.63727 -4.13891
H -1.39466 4.66825 -6.51388
H -1.10722 5.64732 -5.07171
H 0.26038 4.90572 -5.91837
C 0.30543 -0.08239 5.48907
C 0.44001 0.70632 4.27456
N 0.54723 1.32108 3.30576
H -0.60472 0.21390 6.01037
H 0.25428 -1.13954 5.23207
H 1.16555 0.09182 6.13363
C -1.34985 8.08226 -8.65635
C -1.36186 7.92785 -7.20998
N -1.38334 7.80964 -6.06605
H -1.24125 9.13480 -8.91086
H -0.51548 7.52553 -9.07883
H -2.28112 7.69891 -9.06798
C -1.92505 3.78620 4.92903
C -2.18534 2.52637 5.60668
N -2.38912 1.51779 6.12326
H -2.28097 3.72856 3.90218
H -2.43002 4.60370 5.43958
H -0.85381 3.97638 4.92227
C -0.94086 -5.72553 -3.26399
C -0.41258 -6.02847 -1.94235
N 0.01591 -6.26861 -0.90151
H -1.60539 -6.52647 -3.58301
H -1.49265 -4.78747 -3.23837
H -0.12085 -5.63759 -3.97505
C -4.70373 3.39974 -7.16704
C -4.12950 4.65950 -7.62057
N -3.68803 5.65970 -7.97731
H -4.58261 2.64124 -7.93774
H -4.20281 3.07060 -6.25821
H -5.76372 3.53344 -6.96129
C -0.60792 -10.18074 -3.34127
C -1.55292 -9.24873 -3.94128
N -2.30758 -8.52094 -4.41547
H -0.67557 -11.14435 -3.84206
H 0.40507 -9.79614 -3.44188
H -0.83815 -10.30826 -2.28547
C -5.42868 -0.20050 7.32647
C -6.74720 0.29098 7.70011
N -7.78628 0.68630 7.99556
H -4.82380 -0.36037 8.21692
H -5.53467 -1.13771 6.77848
H -4.92892 0.53128 6.69353
C 4.22741 -2.47884 6.48925
C 3.53327 -2.69431 5.22711
N 2.99126 -2.86460 4.22632
H 5.19752 -2.02286 6.30173
H 3.63948 -1.82459 7.13001
H 4.37306 -3.43191 6.99371
C 3.44506 4.08511 4.00420
C 2.10489 4.61277 4.21726
N 1.04450 5.02388 4.38219
H 3.71713 4.18776 2.95457
H 4.16172 4.63616 4.60977
H 3.47322 3.03355 4.28574
C -6.90895 -1.12252 3.12154
C -6.64866 -1.93036 4.30465
N -6.44462 -2.55449 5.24859
H -7.93630 -0.76438 3.14124
H -6.23448 -0.26835 3.10433
H -6.75603 -1.72043 2.22526
*
```

Properties
* Kohn-Sham gap: 0.35723 Eh
* max |F|: 0.022 Eh/bohr
* electronic energy: -147566.4984 eV
* energy above the lowest of the compared OMol25 structures with the same formula, charge and spin: 0.0 kcal/mol
* lowest unoccupied orbital energy: -2.050 eV
* E_HOMO: -11.77 eV

***

(3)
Below is C34H59ClN2O2RuSi as an isolated structure, with properties calculated with ωB97M-V/def2-TZVPD.

```
! wB97M-V def2-TZVPD RIJCOSX def2/J DEFGRID3
* xyz 1 6
O -0.25717 1.56256 0.59583
O -3.65418 0.51100 -2.10475
C -1.05658 2.12114 1.66166
C -0.38735 3.25661 2.39467
H -1.27700 1.28014 2.31573
H -1.98648 2.46112 1.19049
H 0.65136 3.01991 2.65706
H -0.92387 3.48965 3.31719
H -0.38369 4.18356 1.80612
C 0.26225 2.60021 -0.26529
C -0.84650 3.24980 -1.07588
H 1.03341 2.13059 -0.88509
H 0.79624 3.33599 0.35754
H -1.54755 2.53279 -1.51955
H -0.38148 3.82754 -1.88294
H -1.40530 3.95396 -0.45183
C -3.65003 -0.25485 -3.34196
C -4.75777 1.43647 -2.00317
C -2.55674 0.22821 -4.26983
H -4.63413 -0.15042 -3.83645
H -3.49686 -1.30446 -3.04336
H -2.72768 1.29114 -4.49774
H -2.58465 -0.35213 -5.19799
H -1.57130 0.09709 -3.80089
C -4.76046 2.47989 -3.10428
H -4.66433 1.89713 -1.00775
H -5.69452 0.84900 -2.05856
H -3.78146 2.97031 -3.18824
H -5.50752 3.24080 -2.86655
H -5.03224 2.02587 -4.06730
H -2.63667 -0.31561 -0.28595
N 3.23381 0.63198 1.36837
C 4.31143 -0.15420 1.53939
C 4.34081 -1.48996 1.13524
C 3.45481 -2.17125 0.30021
C 5.52867 0.44047 2.18562
H 5.30370 0.91479 3.15241
H 6.03683 1.18592 1.55785
H 6.24862 -0.36356 2.38182
C 3.81297 -3.48932 -0.31191
H 3.62235 -3.51467 -1.39038
H 3.24796 -4.29867 0.15585
H 4.87677 -3.66721 -0.14946
N 2.23425 -1.69838 0.06095
C 3.34614 2.05578 1.56983
C 3.09702 2.60913 2.84053
C 2.84882 1.75890 4.04612
C 3.17759 4.00054 2.97583
H 2.99672 4.43407 3.96324
C 3.53824 4.79660 1.88683
H 3.58779 5.88155 2.00340
C 3.89689 4.21740 0.67182
H 4.29200 4.81445 -0.15541
C 3.83015 2.83385 0.50007
C 4.37611 2.17914 -0.72619
C 1.31669 -2.31317 -0.87200
C 0.54130 -3.41948 -0.47206
C 0.61298 -3.96069 0.91844
C -0.30403 -3.99494 -1.42142
H -0.91668 -4.85689 -1.14060
C -0.37710 -3.47420 -2.70864
H -1.07195 -3.91685 -3.42462
C 0.41655 -2.39418 -3.09819
H 0.37412 -2.01675 -4.12040
C 1.26769 -1.78533 -2.17182
C 2.11354 -0.59817 -2.51191
Ru 1.45096 -0.10725 0.86795
H 1.84139 1.90328 4.46092
H 3.55847 2.04316 4.83721
H 2.98055 0.69099 3.85303
H 3.81343 1.28085 -1.00713
H 5.42326 1.87939 -0.56782
H 4.35525 2.86127 -1.58229
H -0.32263 -4.48353 1.16771
H 0.75767 -3.17649 1.67223
H 1.43824 -4.68097 1.04452
H 3.17261 -0.76216 -2.24746
H 1.78416 0.32130 -1.98913
H 2.07015 -0.39270 -3.59042
H 5.22489 -2.04780 1.43554
C -2.55803 -1.41678 -0.08377
Si -4.22369 -2.22189 0.38673
H -2.17768 -1.87201 -1.00138
H -1.79595 -1.58560 0.69021
C -5.32482 -1.09185 1.41331
C -4.01938 -3.79145 1.39942
C -5.37366 -2.76313 -1.01174
H -6.33004 -3.06655 -0.55441
H -4.99436 -3.63007 -1.56729
H -5.59504 -1.96840 -1.73304
H -4.90977 -0.92368 2.41300
H -6.31855 -1.54203 1.54300
H -5.46400 -0.11516 0.94042
H -3.23014 -3.70508 2.15539
H -3.79301 -4.65988 0.76538
H -4.96669 -3.99457 1.91904
Cl 2.03582 -1.94466 3.34140
C 0.89064 -0.75437 2.64535
H -0.10131 -1.21964 2.58620
H 0.90798 0.10569 3.31820
*
```

Properties
* Kohn-Sham gap (alpha / beta): 0.26599 / 0.25424 Eh
* max |F|: 0.072 Eh/bohr
* electronic energy: -66263.9565 eV
* lowest unoccupied orbital energy (alpha / beta): -2.403 / -4.578 eV
* E_HOMO (alpha / beta): -9.64 / -11.50 eV

***

(4)
Below is C34H60AsN3NiO6S2Si6Te as an isolated structure, with properties calculated with ωB97M-V/def2-TZVPD.

```
! wB97M-V def2-TZVPD RIJCOSX def2/J DEFGRID3
* xyz -2 3
Ni 0.81971 -0.44123 0.77728
O 2.49943 -1.66223 5.29158
As 2.03841 -2.12918 3.63680
O 3.20122 -3.15605 3.08538
O 1.58574 -0.72330 2.86595
C 0.42436 -3.14052 3.95930
C 0.43467 -4.47647 3.98075
C -0.95437 -5.08743 4.18886
C -3.20348 -3.46095 4.10885
C -3.23638 -2.13676 3.95944
C -1.83186 -1.58092 3.64017
S -0.54638 1.05949 1.89988
O -1.83464 1.02436 2.93440
O -1.32661 1.47093 0.66527
O 0.20863 2.18017 2.43650
H 3.31494 -2.15193 5.44332
H 1.32949 -5.07547 3.86669
H -1.11478 -5.92922 3.50558
H -4.03979 -4.12196 4.28038
H -4.10299 -1.49282 3.98840
N -1.74103 -3.87551 2.29033
C -1.79328 -3.88130 3.76862
C -1.14896 -5.58107 5.59458
C -1.18646 -4.83471 6.70037
C -1.06721 -3.37880 6.80183
C -0.99135 -2.48706 5.81033
C -0.98672 -2.68345 4.31245
S -1.55291 0.11446 4.31761
N -1.59933 -1.53317 2.23841
C -1.52294 -2.65770 1.63576
C -1.24998 -2.69578 0.21657
C -1.68443 -3.77876 -0.56250
C -1.59864 -3.73974 -1.92898
C -1.06256 -2.59058 -2.52348
C -0.60113 -1.59459 -1.68944
N -0.64260 -1.60640 -0.35638
H -1.16408 -4.61473 1.91317
H -1.24445 -6.65549 5.71887
H -1.30068 -5.35719 7.64585
H -1.01900 -2.98801 7.81259
H -0.85140 -1.45401 6.11829
H -2.14366 -4.62470 -0.06893
H -1.95586 -4.56854 -2.52750
H -0.95879 -2.48895 -3.59335
H -0.13869 -0.70723 -2.11334
C 4.45734 1.20891 -1.34153
Si 4.02050 0.33109 0.27561
C 3.63465 1.67828 1.52709
C 5.64482 -0.41488 0.89936
C 2.74155 -0.96419 0.03992
Si 2.90117 -2.10821 -1.36195
C 2.47968 -1.37020 -3.04518
C 4.65515 -2.78771 -1.62293
C 1.88547 -3.66464 -1.05998
H 5.15082 2.03242 -1.14657
H 3.57141 1.62478 -1.82566
H 4.93251 0.52859 -2.05127
H 4.56838 1.97505 2.01901
H 2.94273 1.33550 2.29460
H 3.18694 2.56090 1.06948
H 6.37823 0.36773 1.11276
H 6.07812 -1.10520 0.17847
H 5.45988 -0.97857 1.81662
H 2.92384 -1.63370 0.90295
H 3.26860 -0.69119 -3.36691
H 1.54637 -0.80658 -3.03792
H 2.39017 -2.16385 -3.79370
H 5.37272 -1.99822 -1.84624
H 4.66639 -3.49805 -2.45610
H 4.99718 -3.30454 -0.72407
H 0.83347 -3.55645 -1.34304
H 1.92709 -3.89849 0.00657
H 2.30078 -4.51424 -1.60929
C 1.46546 4.97654 -3.06453
Si 0.15061 3.86253 -3.80117
C 1.02234 2.48023 -4.71426
C -0.80834 4.85766 -5.07936
Si -1.22028 3.00450 -2.13184
Te 0.49259 1.65238 -0.76864
Si -1.92536 4.74707 -0.77674
C -0.47832 5.38372 0.21728
C -2.60928 6.19377 -1.77733
C -3.26215 4.19509 0.40428
Si -3.02603 1.87581 -3.01100
C -2.52186 0.63917 -4.32374
C -4.18753 3.09525 -3.85319
C -3.94909 0.97759 -1.66062
H 2.32046 5.03115 -3.74377
H 1.82398 4.59360 -2.10883
H 1.08552 5.98514 -2.89119
H 1.61568 2.89601 -5.53502
H 0.32465 1.74973 -5.12144
H 1.69454 1.93217 -4.05166
H -0.11905 5.40760 -5.72444
H -1.48496 5.57242 -4.61446
H -1.40841 4.19963 -5.70850
H 0.32057 5.75289 -0.42655
H -0.05920 4.58525 0.83612
H -0.80732 6.19351 0.87542
H -1.85818 6.59245 -2.45957
H -2.91652 7.00062 -1.10633
H -3.47389 5.90278 -2.37320
H -2.90670 3.36466 1.01302
H -4.15713 3.86082 -0.12434
H -3.53508 5.02577 1.06250
H -1.86903 1.08323 -5.07328
H -3.41435 0.25672 -4.82743
H -1.99385 -0.20414 -3.87775
H -3.68672 3.62538 -4.66302
H -4.56242 3.84351 -3.15591
H -5.04438 2.55809 -4.27163
H -3.25151 0.51367 -0.96126
H -4.57401 0.19227 -2.09729
H -4.58064 1.65383 -1.08591
*
```

Properties
* Kohn-Sham gap (alpha / beta): 0.16851 / 0.17244 Eh
* max |F|: 0.061 Eh/bohr
* electronic energy: -231100.6997 eV
* energy above the lowest of the compared OMol25 structures with the same formula, charge and spin: 105.6 kcal/mol
* lowest unoccupied orbital energy (alpha / beta): 3.908 / 3.908 eV
* E_HOMO (alpha / beta): -0.68 / -0.78 eV

***

The lowest electronic energy belongs to which entry? C34H60AsN3NiO6S2Si6Te

***

Look up the electronic energy of the first one. -191450.4489 eV